Entry 1:
DFT (ωB97M-V/def2-TZVPD) results for the ion C4H12N3 with charge +1 in a non-equilibrium geometry.

Calculated values
SMILES	[H]/N=C\NCCC[NH3+]
highest occupied orbital energy	-12.228	eV
total charge	+1
energy	-8805.3899	eV
LUMO energy	-3.984	eV

Structure (XYZ):
```
19
Properties=species:S:1:pos:R:3:forces:R:3
C 1.22671 -0.53897 1.11680 0.675 0.458 -0.758
C 0.79521 0.71202 0.36729 -0.901 -0.445 0.329
C -0.67576 0.51107 -0.09840 1.049 0.797 -1.592
N -1.51597 0.18409 -3.52690 0.264 0.711 -0.950
C -0.80932 0.52080 -2.54695 -1.017 -0.903 0.443
N -0.67542 -0.22046 -1.36385 0.417 0.658 0.630
N 0.57321 -0.61782 2.47373 0.314 -0.403 0.144
H 2.32539 -0.64622 1.13475 -0.471 0.264 0.918
H 0.91210 -1.44505 0.60573 -0.316 0.018 -0.220
H 0.86891 1.64571 0.93640 0.311 -0.291 0.296
H 1.45730 0.80186 -0.49419 -0.242 0.111 -0.060
H -1.28162 -0.05380 0.59418 -0.275 0.051 0.496
H -1.12512 1.51583 -0.25637 0.004 -0.742 0.223
H -2.05655 -0.67023 -3.45489 0.211 -0.210 0.308
H -0.31013 1.49312 -2.52870 0.055 -0.167 -0.067
H -0.90330 -1.19747 -1.34896 -0.428 0.045 -0.272
H -0.43834 -0.74000 2.40271 -0.026 -0.058 -0.275
H 0.94148 -1.46190 2.91787 -0.089 0.249 0.498
H 0.69122 0.20743 3.06975 0.466 -0.142 -0.092
```
Positions in Å, forces in eV/Å.

---

Entry 2:
DFT (ωB97M-V/def2-TZVPD) results for a cluster of 2 separate species, C3H6N2 in total in a non-equilibrium geometry.

Calculated values
SMILES	C1=NN1.C=C
highest occupied orbital energy	-9.472	eV
total charge	0
energy	-6183.5915	eV
LUMO energy	0.895	eV

Structure (XYZ):
```
11
Properties=species:S:1:pos:R:3:forces:R:3
C -1.01346 1.26071 -1.01229 -0.230 1.420 -2.679
C 1.11858 -1.53878 1.12210 -0.088 -1.660 1.465
C 1.34407 -0.36552 0.59842 -1.338 0.805 -1.341
N -1.75408 0.71187 -2.00827 -2.011 -1.032 -1.691
N -0.73178 1.94921 -2.00974 -0.074 -0.003 0.588
H -0.77326 1.06401 -0.05730 0.641 -0.334 3.111
H 1.67324 -2.38419 0.70422 -0.379 -0.018 0.409
H -2.75849 1.03598 -2.08028 1.417 0.055 0.476
H 0.44406 -1.71073 2.01297 0.906 0.199 -1.186
H 1.84685 -0.31361 -0.37240 0.255 0.369 0.586
H 0.66439 0.44146 0.87218 0.900 0.199 0.263
```
Positions in Å, forces in eV/Å.

---

no.,frontier orbital gap (eV)
1,8.24
2,10.37